The following is a DFT calculation (the ωB97M-V functional and the def2-TZVPD basis) of a molecular structure, C17H16AuN8OS.

XYZ file:
```
44
Properties=species:S:1:pos:R:3:forces:R:3:lowdin_charge:R:1
Au -0.7982 -1.5699 -2.0411 0.0226 0.0409 -0.0238 0.8461
S 3.7257 -1.4913 5.2295 0.0797 0.0918 -0.0090 1.0378
N 2.4415 -0.5771 4.8906 -0.0878 -0.0977 0.0004 -0.2124
C 2.2564 -0.6511 3.5824 0.0320 0.0877 0.0113 -0.3083
C 1.2185 0.0353 2.8356 -0.0066 0.0203 0.0275 -0.0878
C 0.2798 0.8713 3.4414 0.0084 -0.0117 0.0010 0.0127
C -0.6360 1.5256 2.6496 -0.0191 0.0073 0.0111 -0.0368
C -0.5611 1.3487 1.2691 0.0255 -0.0417 0.0316 -0.1318
N 0.3185 0.5545 0.6773 -0.0321 0.0534 0.0069 0.0776
C 1.1846 -0.1251 1.4449 0.0547 -0.0349 -0.1133 -0.1484
C 2.1280 -1.0477 0.7657 -0.1347 0.0131 -0.0390 -0.1545
N 1.9362 -1.2763 -0.5422 0.1712 0.0483 0.0589 0.0877
C 2.7829 -2.0829 -1.1628 -0.0953 0.0591 0.0033 -0.1349
C 3.8639 -2.7045 -0.5371 -0.0090 -0.0152 -0.0209 -0.0355
C 4.0422 -2.5041 0.8109 0.0413 -0.0214 0.0125 0.0093
C 3.1530 -1.6704 1.4881 -0.0238 -0.0101 0.0399 -0.0906
C 3.2178 -1.4547 2.9222 0.0241 -0.0254 -0.0184 -0.3059
N 4.1105 -1.9841 3.7431 -0.0624 -0.0579 0.0002 -0.2109
H 0.2950 0.9932 4.5165 0.0001 0.0015 -0.0010 0.1239
H -1.3843 2.1797 3.0745 0.0038 0.0017 0.0038 0.1113
H -1.2382 1.8848 0.6119 -0.0021 -0.0031 -0.0006 0.1125
H 2.5887 -2.2553 -2.2163 0.0175 0.0230 -0.0088 0.1038
H 4.5288 -3.3398 -1.1051 -0.0024 -0.0064 -0.0012 0.1113
H 4.8453 -2.9801 1.3580 -0.0018 -0.0016 0.0009 0.1233
C -1.8047 -5.5837 -1.2191 -0.0278 0.0059 -0.0077 -0.0052
O -1.2450 -4.3296 -1.6962 0.0389 0.0335 0.0628 -0.1151
C -1.6660 -3.1785 -1.3048 -0.0282 -0.0571 -0.0493 -0.4168
C -2.7862 -3.1398 -0.3276 -0.0084 -0.0327 -0.0456 -0.0800
H -1.7790 -5.6197 -0.1332 0.0016 0.0127 0.0080 0.1017
H -1.1655 -6.3502 -1.6408 -0.0013 0.0025 -0.0001 0.1036
H -2.8212 -5.6951 -1.5885 0.0040 -0.0020 -0.0018 0.1042
H -3.5662 -3.8671 -0.5611 -0.0070 0.0198 0.0136 0.0903
H -3.2087 -2.1421 -0.2752 0.0199 0.0027 0.0112 0.0720
H -2.3841 -3.3939 0.6602 0.0262 -0.0097 0.0124 0.1101
N 1.9674 4.2297 -2.7328 0.0043 -0.0233 0.0135 0.1855
C 1.4649 3.0372 -2.3917 -0.0733 0.0269 -0.2031 -0.4819
N 1.6244 2.5948 -1.1427 -0.0126 -0.0459 0.1482 0.2050
N 0.8276 2.3674 -3.3473 0.1223 -0.0592 0.1144 0.1283
C 0.3949 1.1801 -3.0689 -0.1159 0.0238 -0.0526 -0.3178
N -0.0246 0.1179 -2.8859 0.0099 0.0122 0.0755 -0.0066
H 2.4176 4.8358 -2.0729 0.0086 -0.0028 0.0010 0.1168
H 1.8562 4.5332 -3.6843 -0.0070 -0.0012 0.0017 0.1233
H 2.1098 3.1531 -0.4627 0.0054 -0.0043 0.0041 0.1201
H 1.1782 1.7405 -0.8089 0.0366 -0.0227 -0.0793 0.0630
```
Forces are in eV/Å.

## Properties
- frontier orbital gap (eV) = 8.53
- HOMO (Ha) = -0.41968
- net charge = +1
- energy above the lowest of the compared OMol25 structures with the same formula, charge and spin (kcal/mol) = 1.04



The following is a DFT calculation (the ωB97M-V functional and the def2-TZVPD basis) of a molecular structure, C35H29GeN2O5Ru.

XYZ file:
```
73
Properties=species:S:1:pos:R:3:forces:R:3:lowdin_charge:R:1
Ru 0.0719 0.4337 0.9980 1.4535 1.6523 2.2170 1.3645
O 4.1842 -1.4405 0.5772 -0.0042 -0.0098 0.0141 0.0856
C 4.1809 -2.1276 1.7412 0.0255 0.0230 -0.0527 -0.2510
C 5.2151 -3.0060 2.0535 0.0183 -0.0197 0.0016 -0.0052
C 5.2154 -3.6971 3.2479 0.0027 0.0084 0.0132 -0.0482
C 4.1794 -3.5288 4.1632 0.0046 0.0035 0.0248 -0.0660
C 3.1526 -2.6645 3.8622 -0.0455 0.0368 -0.1004 -0.0160
C 3.1241 -1.9545 2.6492 -0.0104 -0.0152 0.1492 -0.0851
C 2.0012 -1.0632 2.3764 0.1766 -0.6816 -0.0554 -0.3691
O 1.8674 -0.4347 1.3069 0.1255 0.4294 -0.6223 -0.0656
N 1.0567 -0.8953 3.3531 0.3102 0.7386 0.9138 0.1541
N 0.2554 0.0409 2.9905 -1.4702 -2.0204 -2.3888 -0.0859
C -0.7134 0.4669 3.8418 0.1118 0.0637 0.6193 0.0239
C -1.2462 1.7028 3.6992 -0.2411 0.0741 -0.1420 -0.1061
C -2.2427 2.1780 4.6170 -0.0891 -0.0382 0.1031 -0.0096
C -2.6339 3.4620 4.5887 -0.0015 0.1657 -0.0180 -0.0266
C -2.0329 4.3819 3.6566 -0.0341 -0.1311 0.0094 0.0056
C -1.0818 3.9868 2.7808 0.1732 0.2599 0.1753 0.0178
C -0.6663 2.6239 2.7311 0.1530 0.2168 -0.2833 -0.2888
O 0.2028 2.2712 1.8784 -0.0793 0.2599 -0.5383 -0.0845
H 5.0045 -1.6232 0.1026 -0.0254 -0.0023 0.0118 0.1253
H 6.0247 -3.1370 1.3446 0.0093 -0.0013 0.0075 0.1233
H 6.0329 -4.3694 3.4727 -0.0051 -0.0003 -0.0111 0.1172
H 4.1854 -4.0618 5.1030 -0.0042 -0.0141 -0.0083 0.1109
H 2.3395 -2.5188 4.5585 0.0173 -0.0029 0.0202 0.1114
H -0.9632 -0.1464 4.7023 0.1631 -0.1456 -0.0964 0.1539
H -2.6619 1.4865 5.3362 -0.0006 -0.0504 -0.0515 0.1277
H -3.3925 3.8117 5.2741 0.0056 0.0637 -0.0230 0.1199
H -2.3594 5.4134 3.6522 -0.0373 -0.0123 0.0078 0.1259
H -0.6305 4.6760 2.0815 -0.0109 -0.0128 -0.0257 0.1313
O -3.0713 2.8654 0.2892 -0.2213 0.0709 0.1678 0.1138
C -2.0189 2.3270 0.0851 0.2718 -0.5570 -0.0460 -0.6170
O -1.7272 1.1189 0.5999 -0.8359 0.1749 0.2560 -0.2429
C -0.9475 2.9605 -0.7713 0.1678 0.0094 -0.0727 -0.1611
C 0.1255 2.0036 -1.2842 -0.4801 -0.3078 0.1808 -0.2372
Ge -0.5623 0.2942 -2.0638 0.1676 -0.0633 -0.1558 1.0279
C 0.4421 -0.0846 -3.6784 0.1470 -0.0660 -0.0943 -0.2747
C 0.8998 0.9701 -4.4687 0.0617 -0.1387 0.0033 -0.1074
C 1.5458 0.7257 -5.6743 -0.0253 0.0306 0.0340 -0.0756
C 1.7467 -0.5783 -6.1007 -0.0088 -0.0119 0.0046 -0.0770
C 1.2851 -1.6379 -5.3316 -0.0198 0.0052 0.0306 -0.0744
C 0.6298 -1.3921 -4.1330 -0.0355 0.1188 -0.0849 -0.1153
C -0.1660 -1.1457 -0.7312 -0.3920 -0.0091 0.3434 -0.3095
C 0.9891 -1.9662 -0.9036 -0.0516 0.0912 -0.0064 -0.1019
C 1.2376 -3.0191 -0.0724 -0.0342 -0.1177 0.1068 -0.0612
C 0.3830 -3.2972 1.0190 0.1512 -0.0168 -0.0266 -0.0665
C -0.7406 -2.5468 1.2160 -0.1240 -0.0824 -0.2339 -0.0776
C -1.0508 -1.4788 0.3338 0.2227 -0.2579 -0.2611 -0.1959
C -2.4269 0.4704 -2.5060 -0.2098 -0.0263 0.0478 -0.2724
C -3.4002 -0.4531 -2.1296 -0.0153 0.1063 -0.0515 -0.0922
C -4.7286 -0.2538 -2.4795 0.0292 -0.0161 0.0209 -0.0690
C -5.0940 0.8661 -3.2118 0.0009 -0.0074 -0.0167 -0.0704
C -4.1293 1.7775 -3.6166 0.0564 0.0133 0.0108 -0.0654
C -2.8011 1.5786 -3.2673 -0.1036 -0.0992 0.0304 -0.1041
H -0.4893 3.7390 -0.1565 0.0049 0.0817 -0.1093 0.1124
H -1.4640 3.4598 -1.5889 0.0261 0.0133 -0.0095 0.1184
H 0.8309 1.7527 -0.4677 0.3435 0.1871 -0.0734 0.0433
H 0.7525 2.5092 -2.0175 0.1695 -0.1757 0.0156 0.0770
H 0.7535 1.9967 -4.1520 0.0148 0.0132 -0.0219 0.0896
H 1.8898 1.5537 -6.2804 0.0077 -0.0017 0.0062 0.1074
H 2.2548 -0.7696 -7.0367 -0.0016 0.0002 0.0015 0.1076
H 1.4296 -2.6561 -5.6691 -0.0112 0.0010 -0.0062 0.1071
H 0.2477 -2.2286 -3.5589 0.0174 -0.0210 -0.0100 0.0992
H 1.6685 -1.7643 -1.7207 0.0127 0.0593 0.0130 0.1064
H 2.1048 -3.6436 -0.2468 -0.0042 0.0058 0.0371 0.1204
H 0.6142 -4.1130 1.6925 -0.0034 -0.0410 -0.0552 0.1195
H -1.4336 -2.7951 2.0103 0.0018 0.0372 0.0138 0.1178
H -2.0456 -1.0589 0.3568 0.0442 0.1505 0.1425 0.0920
H -3.1287 -1.3388 -1.5686 -0.0126 -0.0064 0.0129 0.0925
H -5.4795 -0.9718 -2.1764 -0.0009 -0.0016 -0.0102 0.1071
H -6.1315 1.0245 -3.4750 0.0031 0.0003 -0.0040 0.1080
H -4.4107 2.6433 -4.2015 -0.0030 -0.0026 0.0012 0.1088
H -2.0525 2.2895 -3.6026 -0.0195 0.0196 -0.0021 0.1025
```
Forces are in eV/Å.

## Properties
- frontier orbital gap (spin up / spin down) (eV) = 5.59 / 5.60
- HOMO (spin up / spin down) (Ha) = -0.41258 / -0.41258
- net charge = +1



The following is a DFT calculation (the ωB97M-V functional and the def2-TZVPD basis) of a molecular structure, CH2NO4S.

XYZ file:
```
9
Properties=species:S:1:pos:R:3:forces:R:3:lowdin_charge:R:1
C 0.3290 -0.9838 -0.2947 -0.8368 -1.8934 -0.0873 -0.5450
N -0.0457 0.2405 -1.0271 -0.1826 0.5667 -0.6709 -0.4401
O 0.8592 1.0312 -1.4250 -2.4959 -1.1335 0.6087 -0.0162
O 1.4592 -1.4287 -0.4012 -0.0703 -0.2252 0.4456 -0.0783
O -1.2803 0.3224 -1.1086 1.6004 1.3087 -0.9498 -0.0297
O -1.3059 1.1024 1.2492 -1.9763 1.1580 0.0790 -0.7153
S -0.1701 0.2387 1.6208 1.1214 -1.0155 0.4763 0.7422
H 0.8570 1.1463 1.6922 0.4664 -0.4384 -0.3081 -0.0797
H -0.7022 -1.6690 -0.3055 2.3736 1.6725 0.4065 0.1621
```
Forces are in eV/Å.

## Properties
- frontier orbital gap (spin up / spin down) (eV) = 7.05 / 7.04
- HOMO (spin up / spin down) (Ha) = -0.12470 / -0.12467
- net charge = -1
- energy above the lowest of the compared OMol25 structures with the same formula, charge and spin (kcal/mol) = 124.27



The following is a DFT calculation (the ωB97M-V functional and the def2-TZVPD basis) of a molecular structure, C6H5CeN2O5S.

XYZ file:
```
20
Properties=species:S:1:pos:R:3:forces:R:3:lowdin_charge:R:1
O 1.8553 1.9060 -6.1419 -0.7949 -0.2223 1.1667 0.1051
C 1.2456 1.7121 -5.2129 0.7826 0.1659 -1.0548 0.0154
Ce -0.0066 -0.0241 -1.2687 5.5986 1.8079 4.6490 0.7286
O -1.2919 1.7028 -3.1247 3.7464 -0.8641 5.3980 0.3258
C -0.5857 1.5554 -2.1893 -6.9521 11.3328 -11.7580 -0.1731
C -1.9802 -0.1094 -0.0354 -5.4863 -0.1443 7.1240 0.0066
O -2.5398 -0.0711 0.9798 2.1499 -0.2377 -4.8834 0.2614
C 1.3733 -1.3049 -0.4652 7.3874 -7.6001 6.6571 -0.2627
O 1.6625 -2.0884 0.3599 -1.2572 2.9452 -4.3317 0.2388
C -0.9687 -1.5109 -2.2711 -5.1482 -15.1076 -9.4121 -0.0372
O -0.9927 -2.5436 -2.8973 0.2954 8.1493 4.8487 0.3548
H 1.5856 -0.0573 -2.5241 -0.1978 -0.6023 0.8750 0.0946
N -0.1507 1.2271 3.4541 1.6888 -1.5545 -2.0312 0.1332
C 0.1039 0.0949 2.7104 -0.5939 -0.3004 1.8872 -0.5318
N -0.0627 -1.1907 3.2375 0.9321 3.0270 -1.0525 0.1860
S 0.7373 0.7218 1.0826 -0.9891 -1.1743 1.1188 0.8834
H 0.0160 1.1627 4.4950 -0.6195 0.7686 -1.3034 0.1871
H 0.0417 2.0878 2.8241 -0.4113 -1.2521 2.5837 0.1422
H 0.0008 -2.0918 2.6924 0.2062 1.5533 1.0606 0.1619
H -0.0429 -1.1784 4.2948 -0.3372 -0.6904 -1.5416 0.1798
```
Forces are in eV/Å.

## Properties
- frontier orbital gap (eV) = 5.87
- HOMO (Ha) = -0.78335
- net charge = +3
- energy above the lowest of the compared OMol25 structures with the same formula, charge and spin (kcal/mol) = 239.04



The following is a DFT calculation (the ωB97M-V functional and the def2-TZVPD basis) of a single C5H7NO molecule.

XYZ file:
```
14
Properties=species:S:1:pos:R:3:forces:R:3:lowdin_charge:R:1
C 1.8313 -0.4549 0.0627 -0.0418 -0.0065 0.0328 0.0528
C 0.6027 -0.0250 -0.2232 0.0399 0.0138 0.0253 -0.2516
C 0.1222 0.3694 -1.5970 0.2433 -0.0584 -0.1255 -0.1300
O -1.3057 0.3731 -1.5404 -0.0913 -0.0085 0.0023 -0.0743
C -1.6280 0.2867 -0.2120 -0.0205 0.0052 0.2319 -0.0725
C -0.5880 0.1165 0.6212 -0.1019 0.0009 -0.2346 -0.2949
N -0.5759 0.0359 2.0228 -0.0170 -0.1542 -0.0373 0.0913
H 2.1874 -0.6319 1.0716 -0.1636 -0.0421 -0.0458 0.0526
H 2.5301 -0.6545 -0.7426 0.0450 0.1672 0.1012 0.0597
H 0.4624 -0.3076 -2.3833 -0.1262 0.0428 0.0346 0.1330
H 0.4538 1.3875 -1.8395 -0.0259 -0.1242 0.0580 0.1384
H -2.6902 0.3344 -0.0030 0.1721 0.0355 0.0381 0.1295
H 0.0868 -0.6560 2.3530 -0.0315 0.0653 -0.0360 0.0790
H -1.4888 -0.1735 2.4096 0.1192 0.0632 -0.0449 0.0868
```
Forces are in eV/Å.

## Properties
- frontier orbital gap (eV) = 8.49
- HOMO (Ha) = -0.27596
- SMILES string = C=C1COC=C1N
- energy above the lowest of the compared OMol25 structures with the same formula, charge and spin (kcal/mol) = 36.38



The following is a DFT calculation (the ωB97M-V functional and the def2-TZVPD basis) of 2 unconnected molecules or ions with the total composition C6H6BrO.

XYZ file:
```
14
Properties=species:S:1:pos:R:3:forces:R:3:lowdin_charge:R:1
H 2.6634 0.2592 -0.0018 -0.7265 1.4982 0.0072 0.1349
Br 4.2506 -4.1750 0.0016 -0.0123 0.0162 0.0000 0.0006
C -1.9869 0.0902 0.0005 -0.2193 -0.0247 -0.0118 -0.1061
C -1.4369 1.3936 -0.0030 -0.4392 0.1033 0.0565 -0.0892
C -0.0741 1.6283 0.0009 -0.5304 -0.6990 -0.0582 -0.0512
C 0.7601 0.5274 -0.0037 -1.2778 -0.1842 0.0768 -0.3079
C 0.2301 -0.8255 0.0007 1.1501 1.7654 -0.0225 -0.0242
C -1.1565 -1.0490 0.0024 0.3261 1.0699 -0.0317 -0.0971
O 2.0350 1.0420 0.0012 1.9425 -3.6407 -0.0264 0.0099
H -3.0860 -0.0381 0.0006 0.8094 0.1593 -0.0010 0.1006
H -2.0611 2.2841 0.0012 -0.3273 -0.3733 -0.0139 0.0997
H 0.4877 2.5795 0.0001 -1.0785 -0.3130 0.0062 0.1320
H 0.9402 -1.6367 0.0002 0.0360 -0.2779 0.0013 0.0876
H -1.5654 -2.0799 -0.0011 0.3472 0.9005 0.0176 0.1104
```
Forces are in eV/Å.

## Properties
- frontier orbital gap (spin up / spin down) (eV) = 9.24 / 4.54
- HOMO (spin up / spin down) (Ha) = -0.31164 / -0.31164
- 2S+1 = 2
- <S²> = 0.752